w | {
  "formula": "C3H7ClOS",
  "method": "ωB97M-V/def2-TZVPD",
  "lumo_energy_ha": -0.0372,
  "homo_ev": -10.171,
  "symbols": ["C", "C", "C", "O", "S", "Cl", "H", "H", "H", "H", "H", "H", "H"],
  "xyz": [[1.2567, -0.0914, -0.9515], [-0.6470, 1.2324, 0.3241], [-0.2123, -0.1416, -0.2463], [0.3880, -2.4461, 0.6712], [-0.0635, -1.1560, 1.1963], [-2.3537, -1.1985, 1.6929], [1.9879, 0.1326, -0.1310], [1.6586, -1.0703, -1.4237], [1.3546, 0.5749, -1.8608], [-0.9715, 1.0137, 1.3835], [-1.4311, 1.6895, -0.3635], [0.0934, 2.0826, 0.4667], [-1.0600, -0.6218, -0.7578]]
}

=====

x | {
  "formula": "C3H7ClOS",
  "method": "ωB97M-V/def2-TZVPD",
  "lumo_energy_ha": 0.0061,
  "homo_ev": -9.029,
  "symbols": ["C", "C", "C", "O", "S", "Cl", "H", "H", "H", "H", "H", "H", "H"],
  "xyz": [[-1.5911, 0.1671, -0.6165], [-0.2246, -0.4291, -0.5796], [0.5992, -0.0778, 0.5534], [1.0221, 1.2316, 0.6149], [1.9408, -1.1874, 0.8818], [0.7513, -0.1119, -2.1201], [-2.0777, -0.2709, 0.2828], [-1.8031, 1.2232, -0.4664], [-2.0332, -0.1479, -1.6341], [-0.3453, -1.4901, -0.7274], [-0.0324, 0.0194, 2.0444], [1.3270, 1.5506, -0.2162], [2.4670, -0.4770, 1.9830]]
}

=====

w has the most favorable energy; the next structure is 0.0437 hartree above.

=====

w | {
  "formula": "C5H5BrN2",
  "method": "ωB97M-V/def2-TZVPD",
  "smiles": "Br[C@@H]1C[C@H]1[C@]12[C@@H]3N1N32",
  "lumo_energy_ha": 0.0337,
  "homo_ev": -10.048,
  "symbols": ["Br", "C", "C", "C", "C", "C", "N", "N", "H", "H", "H", "H", "H"],
  "xyz": [[2.9058, -1.2064, -0.8026], [1.1187, -0.8036, -0.1417], [-0.0261, -1.2822, -0.9580], [0.2521, 0.2127, -0.7808], [-0.6165, 0.7919, 0.2495], [-0.8222, 1.7179, 1.2950], [-1.9521, 0.9305, 0.7302], [-0.9147, 0.2704, 1.5514], [1.0693, -0.7794, 0.9032], [-0.7036, -1.6001, -0.2905], [0.2546, -1.7024, -1.9279], [0.4261, 0.8260, -1.6172], [-0.9914, 2.6246, 1.7894]]
}

=====

x | {
  "formula": "C5H5BrN2",
  "method": "ωB97M-V/def2-TZVPD",
  "lumo_energy_ha": [-0.0476, -0.0476],
  "homo_ev": [-9.854, -9.853],
  "symbols": ["C", "C", "C", "C", "C", "N", "N", "Br", "H", "H", "H", "H", "H"],
  "xyz": [[-1.4934, -0.9984, -0.4277], [-1.0673, 0.0340, 0.5996], [-1.4853, 0.4520, -0.6727], [2.6744, 0.4450, 0.8579], [1.3632, 0.1611, 0.5617], [2.3452, -0.7091, -0.0218], [2.1352, 0.6820, -0.4577], [-3.2064, 1.3821, -0.8769], [-0.6152, -1.5811, -0.7961], [-2.3670, -1.6882, -0.3983], [-1.1239, 0.1952, 1.6852], [-0.6972, 0.9058, -1.4001], [3.5377, 0.7195, 1.3469]]
}

=====

w has the most favorable energy; the next structure is 0.1400 hartree above.

=====

w | {
  "formula": "H10LiO5",
  "method": "ωB97M-V/def2-TZVPD",
  "total_charge": 1,
  "lumo_energy_ha": -0.1329,
  "homo_ev": -15.498,
  "symbols": ["Li", "O", "H", "H", "O", "H", "H", "O", "H", "H", "O", "H", "H", "O", "H", "H"],
  "xyz": [[0.1142, 0.0180, 0.0825], [-1.5574, -0.3936, 0.6493], [-1.7755, -0.4044, 1.5813], [-2.3788, -0.6105, 0.2082], [1.5140, 0.0706, 0.4695], [2.1641, -0.5831, 0.2121], [2.0311, 0.8148, 0.7778], [-0.5236, 0.3903, -1.2705], [-0.3900, -0.4027, -1.7897], [-0.0567, 1.0736, -1.7515], [0.1028, 1.4438, 0.4976], [-0.3094, 1.9893, 1.1675], [0.9011, 1.9161, 0.2614], [0.0699, -1.4490, -0.1491], [-0.7092, -1.9106, -0.4593], [0.8035, -1.9625, -0.4873]]
}

=====

x | {
  "formula": "H10LiO5",
  "method": "ωB97M-V/def2-TZVPD",
  "total_charge": 1,
  "lumo_energy_ha": -0.1197,
  "homo_ev": -15.329,
  "symbols": ["Li", "O", "H", "H", "O", "H", "H", "O", "H", "H", "O", "H", "H", "O", "H", "H"],
  "xyz": [[-0.0048, -0.0510, -0.0455], [0.1403, -1.6243, 1.2210], [0.8154, -1.3246, 1.8460], [-0.1106, -2.5015, 1.5310], [2.1258, -0.6775, -0.5980], [2.7512, -0.0005, -0.8878], [2.0839, -1.3078, -1.3289], [-0.0865, 0.7910, -1.8382], [-0.4671, 0.3461, -2.6068], [0.2316, 1.6379, -2.1750], [-2.1075, -0.2393, 0.1119], [-2.6849, -0.8242, -0.3948], [-2.7065, 0.3417, 0.5958], [0.1364, 1.5050, 1.3160], [-0.0676, 2.3917, 0.9901], [-0.0491, 1.5375, 2.2633]]
}

=====

x has the most favorable energy; the next structure is 0.2606 hartree above.